(1)
# C38H46Br2F9N2O27S2

10 unconnected molecules or ions with the total composition C38H46Br2F9N2O27S2 in a non-equilibrium geometry (the ωB97M-V functional and the def2-TZVPD basis, OMol25).

highest occupied orbital energy: -11.80 eV
LUMO energy: -3.41 eV
total charge: +1
gap between HOMO and LUMO: 8.39 eV
spin multiplicity: 1

Geometry as XYZ:
```
126
C38H46Br2F9N2O27S2 | OMol25 | the ωB97M-V functional and the def2-TZVPD basis
Br 1.9965 1.4822 0.1268
Br -1.4854 -1.3783 2.2544
S 1.4096 -1.8077 -1.2559
S 2.5847 -4.5052 -0.8691
F 6.5067 -1.9254 -1.1904
F 1.2266 1.1957 4.7844
F 7.9134 -0.0870 -8.1814
F -4.5504 6.3298 -2.8770
F -5.5361 -4.1793 7.0987
F -4.4886 7.0765 1.0397
F -6.1116 -4.7673 -0.1454
F 9.6996 4.5514 1.9987
F -6.9786 -1.3271 -4.3440
O -4.1870 3.6496 1.2322
O -3.6065 -2.5092 4.7876
O -4.6572 3.8132 -6.5351
O 8.0685 0.9176 -3.8614
O -2.9329 5.4786 1.4119
O -1.1675 3.3710 7.8247
O -4.3214 5.3356 -4.8979
O 6.7541 2.0494 0.7821
O -1.7923 2.4717 5.8557
O -4.0977 -3.7454 -0.2041
O 8.2799 0.9440 -0.4497
O 6.7836 6.3251 1.5048
O 0.2854 2.1559 6.5915
O -6.2659 4.2546 -5.0238
O -2.0646 3.4728 1.9636
O -2.2056 -2.8658 -1.0604
O 6.2325 0.1030 -0.2340
O -7.1909 2.4042 -1.9374
O 6.7057 1.6755 -5.4798
O 7.6219 8.2822 0.7697
O -4.0670 -3.0307 -2.3110
O -1.6906 -2.2872 5.9442
O 8.9886 6.6383 1.5012
O -5.4883 1.5316 -3.1225
O -3.5363 -3.1395 6.9210
O 8.1297 0.0306 -5.9340
O -7.4908 0.5544 -3.1917
N 0.4549 -4.8952 0.3928
N -1.2810 -6.4487 -1.5612
C -0.1254 -6.7094 -1.9926
C 8.3067 -0.3462 -1.0742
C -5.3425 -3.6699 -2.1189
C -0.9209 2.7415 6.8571
C -6.7535 0.0105 -4.2731
C 6.8356 -0.6046 -1.3016
C -1.8462 -4.1784 2.2283
C -2.9706 4.1325 1.5801
C -4.9143 -3.1028 6.5758
C 0.7005 -3.5259 0.8334
C -5.2027 6.0211 -4.0264
C 3.4072 -0.9455 0.7760
C -1.0853 1.8193 4.7930
C 0.0964 1.2367 5.5381
C -5.3258 0.3266 -3.8818
C 1.9427 -2.9811 0.0235
C -4.0613 5.8580 0.6414
C -6.2877 4.9938 -3.7975
C 7.2282 0.0750 -7.0307
C -4.8633 -3.1461 5.0615
C 0.5660 -3.3471 2.3510
C 8.7612 5.4853 2.2891
C 7.6722 0.8809 -4.9807
C -0.8822 -3.1470 2.7856
C 1.2789 -5.4438 -0.4453
C -5.0540 4.7604 0.9677
C 7.3720 5.0660 1.8591
C 1.0014 -6.8077 -0.9792
C -6.7622 1.5776 -2.6692
C 7.7767 7.1959 1.2091
C 7.0692 1.1325 0.1027
C 3.1631 -2.4538 0.8036
C -3.3416 -3.1865 -1.1821
C -2.8313 -2.6120 5.8944
C -5.4594 -3.6810 -0.6097
C 2.2510 -0.0821 1.2613
C 6.6284 1.4597 -6.8960
C -5.0430 4.4068 -5.5880
H 2.4304 0.3305 2.2365
H 6.7969 4.5816 2.6423
H -1.7949 -4.2458 1.1441
H -1.7092 1.0707 4.3170
H 0.5864 -2.6602 -1.8729
H 1.2995 -0.5949 1.2472
H 8.8921 -0.3173 -1.9846
H -1.9635 -6.3924 -2.3127
H 6.4504 -0.2253 -2.2460
H 0.9863 -4.2116 2.8710
H -6.1320 -3.1092 -2.6111
H -6.0346 4.3235 -2.9758
H 4.0511 -2.9027 0.3651
H -0.3650 -5.4198 0.6720
H -0.1395 -2.9532 0.4291
H 4.2540 -0.7589 1.4315
H -2.8618 -3.8681 2.4501
H -4.6681 0.4905 -4.7302
H 8.8517 5.7525 3.3433
H 5.6000 1.5287 -7.2364
H -0.9372 -3.1761 3.8677
H -5.6756 -2.6089 4.5813
H 7.2393 2.2014 -7.4106
H -0.7808 2.5560 4.0482
H -7.0862 0.4718 -5.2030
H 1.1633 -2.4985 2.6701
H -5.9140 -2.7862 -0.1818
H 0.6503 -7.4277 -0.1584
H -3.7753 5.9076 -0.4101
H -5.7356 4.5270 0.1545
H 0.1011 -6.8524 -3.0462
H -5.5355 6.9453 -4.4994
H -5.3590 -2.1981 6.9918
H -1.6668 -5.1476 2.6931
H -5.3065 -4.6826 -2.5204
H -0.0754 0.2436 5.9577
H -7.2685 5.4263 -3.6222
H 3.0976 -2.8107 1.8274
H 8.7284 -1.0747 -0.3794
H 6.5114 -0.7419 -6.9316
H 3.7340 -0.6387 -0.2110
H 1.8909 -7.2496 -1.4132
H 7.4078 4.4178 0.9855
H -4.8364 -4.1755 4.7015
H -5.6208 5.0039 1.8668
H -4.9124 -0.4549 -3.2415
```

(2)
# C48H57N4PTi

A molecular structure, C48H57N4PTi (the ωB97M-V functional and the def2-TZVPD basis, OMol25).

highest occupied orbital energy (spin up / spin down): -3.34 / -3.70 eV
energy relative to the best compared isomer or geometry (same formula, charge and spin): 0.00 kcal/mol
LUMO energy (spin up / spin down): 2.33 / 2.33 eV
total charge: -1
gap between HOMO and LUMO (spin up / spin down): 5.68 / 6.03 eV
spin multiplicity: 2
expectation value of S²: 0.7582

Geometry as XYZ:
```
111
C48H57N4PTi | OMol25 | the ωB97M-V functional and the def2-TZVPD basis
Ti 0.4848 -0.0474 0.1077
P 0.8094 1.1892 2.3989
N -1.5870 0.0715 0.9484
N 0.5152 -1.9822 1.0530
N 1.7521 0.0576 -1.1790
N -0.1029 2.0450 -0.6296
C 3.8349 -4.8502 0.3449
C -0.5113 4.5022 -1.9003
C 0.9819 -1.8468 -3.7720
C 4.4687 1.2832 -1.1092
C 2.2744 -4.2500 4.0690
C 2.6830 3.1912 3.1152
C 3.4737 1.3787 -2.2553
C 4.0052 1.7224 0.2733
C -1.2933 2.1600 3.9687
C 3.1230 2.1752 -4.5182
C 0.9025 -4.0770 4.0281
C -0.7412 5.8018 -2.6119
C 2.5215 -3.1277 -0.7832
C -2.0017 -3.7062 1.7296
C -1.2547 -3.4175 3.0346
C 0.2699 -3.4691 2.9569
C 5.0208 -0.1412 -1.0425
C 0.6852 3.9416 2.0273
C 3.2421 -3.4424 0.5169
C -1.5826 3.6687 -1.5717
C 2.9613 -0.1124 3.5688
C 3.6170 -0.8219 4.5585
C 1.5644 0.5807 -3.5496
C 0.4593 -0.4146 -3.8670
C 1.6279 0.2609 3.7304
C -0.8331 -0.2886 -3.0656
C -2.6112 2.3775 4.3040
C 1.6073 -0.8598 5.8621
C 1.0462 -2.9206 1.8927
C -3.5965 1.8247 3.4789
C 3.1595 4.4935 3.1322
C 0.9137 2.8626 -0.8987
C 2.9406 -1.1953 5.7095
C 1.4409 2.9003 2.5642
C -1.7562 -2.1420 3.7154
C 1.9984 1.3671 -4.6061
C 0.9530 -0.1322 4.8807
C 1.1613 5.2407 2.0401
C -1.3373 2.4634 -0.9491
C 3.8673 2.1302 -3.3535
C -1.9064 0.8243 2.0143
C 0.7636 4.0776 -1.5434
C 2.9790 -3.9479 2.9161
C -3.2631 1.0856 2.3748
C 2.3929 -3.3946 1.7869
C 2.2476 0.6429 -2.2932
C 2.4023 5.5244 2.5926
C -0.9199 1.4020 2.8589
H -4.0391 0.6644 1.7441
H 3.4900 0.1343 2.6566
H 4.0394 -4.1727 2.8783
H 3.4451 -1.7727 6.4729
H 3.2021 -3.2890 -1.6244
H 4.1295 4.6918 3.5688
H -0.2885 3.7359 1.5981
H -1.7212 -4.6811 1.3302
H 2.7740 6.5396 2.6043
H -1.5080 -4.2581 3.6945
H -3.0756 -3.7197 1.9300
H -4.6439 1.9842 3.7085
H -0.5081 2.5965 4.5776
H 4.6480 -1.1119 4.4068
H 2.1471 -2.1122 -0.8397
H 4.4235 -5.1870 1.1940
H 5.2927 1.9572 -1.3836
H 4.4734 -4.8713 -0.5393
H -1.8157 -2.9738 0.9481
H 1.4415 1.3216 -5.5361
H -2.8719 2.9664 5.1723
H 3.0304 -5.5730 0.1962
H 3.2990 2.4072 3.5431
H 4.0905 -2.7503 0.6328
H 1.6716 -3.8062 -0.9141
H 4.2205 -0.8284 -0.7740
H -0.6192 -0.5976 -2.0324
H 0.5560 6.0312 1.6156
H -1.4684 -1.2593 3.1469
H -1.2237 0.7298 -3.0543
H 1.8949 2.5240 -0.6059
H 1.6453 4.6622 -1.7604
H 0.2876 -4.4213 4.8548
H 1.8813 -1.9756 -4.3745
H 4.8457 1.6735 0.9722
H 0.2033 -0.2236 -4.9183
H -0.0906 0.1186 5.0062
H 4.7892 2.6986 -3.2814
H 0.1943 6.3256 -2.7994
H -1.2318 5.6331 -3.5730
H 3.2067 1.0679 0.6266
H 3.6401 2.7521 0.2915
H 5.4197 -0.4543 -2.0081
H -0.4212 -1.8006 1.3936
H -1.5998 -0.9585 -3.4612
H 2.7652 -4.6670 4.9372
H 1.0617 -1.1779 6.7404
H -2.8449 -2.1352 3.8066
H -2.1371 1.7814 -0.6843
H 3.4356 2.7878 -5.3554
H 5.8098 -0.2286 -0.2922
H -1.3255 -2.0496 4.7129
H 1.2313 -2.0914 -2.7407
H -1.3879 6.4572 -2.0247
H -2.6034 3.9401 -1.8066
H 0.2285 -2.5582 -4.1172
H -2.4321 -0.2681 0.4982
```

(3)
# C26H27N5O3V

A molecular structure, C26H27N5O3V in a non-equilibrium geometry (the ωB97M-V functional and the def2-TZVPD basis, OMol25).

highest occupied orbital energy (spin up / spin down): -10.68 / -10.93 eV
LUMO energy (spin up / spin down): -2.49 / -2.80 eV
total charge: +1
gap between HOMO and LUMO (spin up / spin down): 8.19 / 8.12 eV
spin multiplicity: 3
expectation value of S²: 2.0122

Geometry as XYZ:
```
62
C26H27N5O3V | OMol25 | the ωB97M-V functional and the def2-TZVPD basis
V 0.2195 1.0138 0.5084
O 1.6186 0.5483 1.8007
O 1.5762 1.6816 -0.5613
O -2.0170 3.9892 1.9501
N -1.3238 -2.0864 -2.1492
N -0.8445 -0.2985 1.9643
N -0.1397 -0.4931 -0.7034
N -0.9420 2.1336 -0.8067
N -0.5946 2.1927 1.6876
C 2.8405 0.8199 1.8201
C -1.3447 -0.3058 4.3025
C 3.6178 1.7442 -1.7180
C -1.1825 -4.5172 -1.9359
C 2.8736 1.4992 -0.5478
C -0.9939 0.3477 3.1288
C -2.7273 -4.5018 -1.8074
C -0.6870 -1.2533 -1.3851
C -1.3890 -2.3446 3.0731
C -1.3736 3.2195 1.2633
C 4.9842 1.6065 -1.7296
C -1.5554 -1.6715 4.2766
C -0.7194 1.8222 3.0817
C -0.8740 2.1051 -2.1407
C -2.8046 -2.0118 -2.2100
C -0.6797 -3.2910 -2.6927
C 3.5845 1.1118 0.6222
C -1.6823 4.3467 -2.3247
C 4.9878 1.0037 0.5845
C 3.5307 0.8265 3.1532
C -1.3740 3.2649 -0.2328
C 5.6822 1.2362 -0.5734
C -1.7533 4.3873 -0.9427
C -3.3680 -3.3688 -2.6144
C -1.0252 -1.6231 1.9550
C -1.2402 3.1782 -2.9305
H 6.7583 1.1351 -0.5937
H -0.9327 -3.3597 -3.7498
H -1.8426 -2.2020 5.1743
H -3.2167 -3.5353 -3.6818
H -1.5189 2.3945 3.5544
H 4.0665 1.7662 3.2832
H -3.0094 -4.3854 -0.7590
H -3.1790 -1.7267 -1.2245
H 5.5324 1.7891 -2.6450
H -3.1037 -1.2385 -2.9206
H 0.3999 -3.1843 -2.6095
H -4.4439 -3.3530 -2.4440
H -3.1395 -5.4519 -2.1431
H -0.8399 -5.4111 -2.4571
H -0.8575 -2.1309 1.0154
H -1.4478 0.2606 5.2185
H -1.5361 -3.4134 3.0076
H 2.7926 0.7036 3.9419
H -1.1662 3.1051 -4.0064
H 5.5183 0.7029 1.4782
H 4.2574 0.0160 3.2201
H 3.0781 2.0425 -2.6078
H 0.2080 2.0269 3.6265
H -1.9549 5.2088 -2.9181
H -0.7283 -4.5278 -0.9436
H -0.4930 1.1973 -2.5873
H -2.0811 5.2596 -0.3947
```

(4)
# C35H75N9O13

11 unconnected molecules or ions with the total composition C35H75N9O13 in a non-equilibrium geometry (the ωB97M-V functional and the def2-TZVPD basis, OMol25).

highest occupied orbital energy: -8.59 eV
energy relative to the best compared isomer or geometry (same formula, charge and spin): 0.00 kcal/mol
LUMO energy: -0.32 eV
total charge: 0
gap between HOMO and LUMO: 8.27 eV
spin multiplicity: 1
SMILES string: O=C1CCCO1.O=C1CCCO1.CNC(C)=O.CNC(C)=O.CNC(C)=O.CNC(C)=O.CNC(C)=O.CNC(C)=O.CNC(C)=O.CNC(C)=O.CNC(C)=O

Geometry as XYZ:
```
132
C35H75N9O13 | OMol25 | the ωB97M-V functional and the def2-TZVPD basis
O -3.6407 15.1062 -19.0404
O -6.7780 12.8771 -23.2908
O -10.9459 13.4076 -18.3742
O -10.0425 14.7291 -23.3303
O -1.8209 12.8207 -23.4478
O -4.8369 7.6334 -21.8436
O -4.9698 12.7926 -22.0080
O -2.0944 9.6516 -20.6549
O -10.4113 8.8016 -25.2023
O -1.7341 10.6822 -23.9926
O -9.4052 9.7643 -20.4180
O -3.5405 11.7751 -15.0540
O -5.7714 17.8780 -22.1216
N -10.1332 10.2685 -22.5124
N -5.0986 7.3238 -24.0971
N -8.9326 7.5252 -26.3193
N -2.6279 7.5999 -19.9668
N -5.3910 10.5123 -15.3925
N -6.8818 16.5573 -20.6540
N -1.8841 14.0274 -19.9847
N -9.2816 11.8980 -18.2889
N -8.6673 14.1378 -25.0000
C -9.9252 13.0049 -17.8453
C -6.2447 10.8351 -22.0260
C -9.8505 6.4595 -26.6399
C -10.3097 11.6827 -22.2432
C -9.4591 13.6090 -16.5322
C -8.0354 11.3495 -17.8065
C -6.6447 15.2745 -21.2511
C -2.8555 15.9143 -21.1556
C -10.4695 15.8379 -25.3957
C -9.2751 8.6318 -25.6357
C -6.0682 12.2643 -22.5342
C -4.1274 10.9206 -15.6869
C -9.6831 9.4151 -21.5669
C -1.7870 8.6354 -20.0352
C -0.4953 8.5618 -19.2366
C -2.8176 14.9987 -19.9421
C -5.4032 10.8630 -20.7741
C -0.8630 9.5388 -23.8602
C -1.2348 11.7835 -23.3806
C 0.4103 10.0482 -23.1510
C -4.3218 11.9049 -21.0657
C -4.2503 8.3620 -24.6466
C -6.1310 10.8785 -14.2144
C -6.4710 17.7445 -21.1200
C -6.8229 18.9540 -20.2590
C -2.4381 6.3178 -19.3217
C -9.7071 14.8467 -24.5077
C 0.0332 11.4325 -22.6511
C -9.3687 8.0072 -22.0460
C -8.1989 9.6627 -25.3932
C -8.1857 14.1278 -26.3842
C -6.4105 6.0232 -22.5126
C -1.5797 13.0281 -18.9849
C -5.3521 7.0647 -22.8025
C -3.4318 10.2593 -16.8616
H -8.9998 14.5896 -16.6767
H -5.9177 11.0612 -19.8371
H -9.8405 11.9973 -21.3170
H 0.6148 9.3690 -22.3276
H -0.1957 11.3086 -21.5904
H -7.5992 10.6793 -18.5433
H -2.2043 6.3627 -18.2597
H -3.7922 9.0215 -23.9141
H -8.0977 13.6024 -24.3479
H -1.3677 8.8064 -23.2289
H -4.1695 12.4401 -20.1311
H -9.6177 11.5559 -19.1800
H -11.3719 11.8800 -22.0798
H -7.2946 15.0439 -22.0949
H -7.6367 9.8546 -26.3123
H -7.3169 10.6726 -21.9042
H -8.6190 13.2790 -26.9075
H -9.9384 12.3643 -23.0042
H -1.2096 14.1214 -20.7268
H -10.2774 9.8823 -23.4370
H -3.4565 7.6749 -20.5537
H -11.4896 15.6424 -25.0596
H -8.1286 10.8424 -16.8469
H -7.4751 9.2548 -24.6836
H -7.9020 19.0311 -20.1298
H -3.2139 9.2166 -16.6230
H -8.3327 15.0643 -26.9198
H -7.2919 12.1518 -17.7462
H -2.1141 13.2577 -18.0585
H -3.5018 7.9974 -25.3519
H -10.3486 13.8799 -15.9585
H -0.5409 13.0590 -18.6552
H -2.5078 10.8003 -17.0340
H -10.0564 6.3938 -27.7083
H -1.9153 12.0423 -19.3100
H -2.6454 15.2953 -22.0300
H -0.7328 8.1505 -18.2554
H -10.4333 15.5762 -26.4497
H -4.0350 10.2928 -17.7727
H -9.5145 5.5126 -26.2152
H -8.3353 7.9120 -22.3657
H -7.0824 6.0297 -23.3774
H -7.9629 7.3676 -26.5261
H -5.9185 10.0947 -22.7583
H -6.9726 6.2720 -21.6218
H -5.9254 5.0543 -22.3956
H -3.8431 16.3572 -21.2235
H -2.0903 16.6811 -21.0310
H 0.2601 7.9933 -19.7793
H -6.5033 19.8490 -20.7889
H -7.2351 16.5513 -19.7115
H -3.4322 11.4815 -21.5199
H -6.2231 18.9235 -19.3493
H -9.5418 7.3031 -21.2301
H -5.7571 9.8087 -16.0104
H -5.9517 10.2476 -13.3380
H 0.8050 12.1872 -22.7730
H -5.6247 15.2237 -21.6391
H -0.7235 9.1721 -24.8748
H -1.6428 5.7672 -19.8385
H -8.6454 10.5962 -25.0717
H -7.0973 14.0974 -26.2973
H -6.6836 14.4522 -20.5385
H -7.1921 10.9334 -14.4413
H -4.9637 9.8676 -20.6523
H -10.0807 7.6898 -22.8104
H -5.7604 11.8454 -13.8674
H 1.2010 10.0296 -23.9001
H -0.0893 9.5590 -19.0824
H -4.8279 9.0499 -25.2752
H -5.5687 6.7642 -24.7853
H -10.1968 16.8422 -25.0913
H -8.8521 12.9862 -15.8779
H -10.8290 6.6155 -26.1874
H -3.2996 5.6662 -19.4548
```

(5)
# C25H32BiN9S2

A molecular structure, C25H32BiN9S2 (the ωB97M-V functional and the def2-TZVPD basis, OMol25).

highest occupied orbital energy: -12.80 eV
LUMO energy: -6.31 eV
total charge: +2
gap between HOMO and LUMO: 6.49 eV
spin multiplicity: 1

Geometry as XYZ:
```
69
C25H32BiN9S2 | OMol25 | the ωB97M-V functional and the def2-TZVPD basis
Bi -0.9006 -0.1865 0.0278
S -1.3567 -1.8262 -4.6163
S 1.0162 -1.9089 1.4464
N 0.0194 -1.6088 -1.5271
N -0.6286 0.6160 -3.4636
N 1.0016 0.7315 -0.9701
N 3.4265 -1.0213 2.1469
N -2.3655 1.1914 -1.3869
N -0.4450 0.4861 2.9883
N 1.9119 0.3525 2.9114
N -0.7027 2.3467 0.6902
N -2.5009 -1.4280 -1.2197
C 1.7951 -0.0619 -1.5942
C -0.3800 2.0255 5.2759
C -2.1593 -2.5105 -1.8057
C 0.7103 0.8438 3.5195
C 3.0475 0.4020 -2.2593
C -3.7545 0.6725 -1.3641
C -2.2527 2.6531 -1.2257
C 2.0476 -2.5002 -2.3156
C 4.0657 -2.1824 1.5431
C 1.3257 -1.4573 -1.7919
C 3.1734 0.8364 3.2807
C -1.5723 0.8108 3.6306
C -0.9215 -0.3777 -4.0162
C -1.5915 1.5603 4.7905
C -3.1268 -3.5664 -2.2482
C 2.0884 -0.8243 2.1912
C 0.0259 -3.7973 -2.3957
C 4.0926 -0.0040 2.8040
C -0.6661 -2.6663 -1.9353
C 0.5968 2.8681 0.2390
C 1.3859 -3.7149 -2.5510
C 1.1215 2.1829 -1.0256
C -1.9208 3.0258 0.2153
C 0.7956 1.6602 4.6429
C -3.8274 -0.8622 -1.0921
H -2.5226 1.7806 5.2951
H 3.4814 -3.0716 1.7587
H -1.9205 0.9334 -2.2803
H 2.1491 2.5097 -1.1869
H -3.1829 3.1481 -1.5116
H -0.3423 2.6515 6.1576
H -3.5692 -3.3079 -3.2085
H 3.6130 1.0691 -1.6092
H 4.1369 -2.0661 0.4619
H 5.1664 0.0289 2.8806
H -1.8366 4.1135 0.2985
H 1.7443 1.9901 5.0402
H 3.3066 1.7511 3.8300
H -4.3177 1.2004 -0.5954
H -2.7422 2.7060 0.8622
H -3.9308 -3.6546 -1.5170
H 1.9447 -4.5653 -2.9168
H -0.5050 -4.7014 -2.6556
H 3.1028 -2.4147 -2.5319
H -4.2243 0.8889 -2.3240
H -1.4785 3.0149 -1.9002
H 5.0606 -2.2946 1.9642
H -4.5466 -1.3208 -1.7692
H -2.4877 0.4378 3.1810
H -0.7252 2.2972 1.7022
H 2.7759 0.9628 -3.1588
H -2.6412 -4.5335 -2.3559
H 3.6819 -0.4238 -2.5618
H 1.3185 2.7156 1.0433
H -4.1720 -1.0376 -0.0688
H 0.5429 2.4900 -1.9006
H 0.5457 3.9419 0.0374
```

Taking the records one at a time from the top gives molar mass values of 1357.70, 768.85, 508.48, 830.03, 731.71 g mol⁻¹.